DFT (the ωB97M-V functional and the def2-TZVPD basis) results for a molecular structure, C25H47ClIMgNO3Si2 at a distorted geometry.

Energy above the lowest of the compared OMol25 structures with the same formula, charge and spin, kJ/mol: 468.2
Kohn-Sham gap, Eh: 0.206

CARTESIAN COORDINATES (ANGSTROEM)
O: 2.583 1.030 -1.454
O: 0.956 1.302 -3.115
C: 2.792 1.848 -0.285
C: 3.216 1.137 0.976
H: 1.862 2.400 -0.095
H: 3.568 2.566 -0.586
H: 2.457 0.453 1.395
H: 3.388 1.941 1.702
H: 4.172 0.616 0.844
C: 2.830 -0.404 -1.366
C: 3.882 -0.672 -2.407
H: 1.868 -0.884 -1.605
H: 3.104 -0.700 -0.350
H: 3.567 -0.314 -3.401
H: 4.087 -1.750 -2.464
H: 4.797 -0.118 -2.135
C: 0.061 0.441 -4.022
C: 1.272 2.677 -3.659
C: 0.688 -0.906 -4.262
H: -0.059 1.002 -4.964
H: -0.890 0.398 -3.456
H: 1.724 -0.790 -4.609
H: 0.141 -1.408 -5.071
H: 0.633 -1.535 -3.361
C: 2.412 2.429 -4.614
H: 1.544 3.272 -2.768
H: 0.319 3.026 -4.073
H: 3.186 1.817 -4.121
H: 2.867 3.368 -4.947
H: 2.020 1.880 -5.487
H: 1.876 1.020 -2.665
Mg: -1.341 -0.428 1.328
C: -1.082 0.633 -0.340
Si: -1.948 2.225 -0.719
H: -1.017 0.001 -1.206
H: -0.051 0.957 -0.128
C: -0.854 3.687 -0.284
C: -3.589 2.099 0.167
C: -2.351 2.393 -2.552
C: -1.533 1.196 2.789
Si: -2.107 0.234 4.277
H: -2.100 2.100 2.521
H: -0.486 1.540 2.912
C: -3.650 1.050 4.948
C: -0.755 0.227 5.568
C: -2.526 -1.578 3.872
H: -3.172 3.121 -2.642
H: -2.685 1.441 -2.990
H: -1.484 2.754 -3.118
H: -0.634 3.729 0.789
H: -1.344 4.629 -0.561
H: 0.101 3.633 -0.827
H: -3.454 1.649 1.157
H: -4.246 1.447 -0.425
H: -4.060 3.085 0.275
H: -0.348 1.237 5.700
H: 0.085 -0.420 5.285
H: -1.119 -0.113 6.545
H: -1.643 -2.226 3.975
H: -2.985 -1.795 2.890
H: -3.257 -1.902 4.631
H: -3.698 0.999 6.040
H: -4.560 0.589 4.547
H: -3.660 2.108 4.662
Cl: 1.237 -6.760 1.614
C: 0.990 -5.073 1.727
C: 1.652 -4.342 2.715
C: 1.477 -2.965 2.827
I: 2.451 -1.831 4.306
C: 0.548 -2.296 1.981
O: 0.392 -1.021 2.044
C: -0.262 -3.096 1.050
N: -1.301 -2.496 0.400
C: -1.835 -3.100 -0.673
C: -1.527 -4.434 -1.017
C: -0.623 -5.128 -0.237
C: 0.057 -4.474 0.819
H: 2.323 -4.827 3.413
H: -2.516 -2.531 -1.302
H: -2.011 -4.892 -1.876
H: -0.425 -6.180 -0.451

Results of the Mulliken charge analysis, in e, for atoms 1 through 5: number 1, O, carries -0.3816; number 2, O, carries 0.5269; number 3, C, carries 0.2135; number 4, C, carries -1.7939; number 5, H, carries 0.0151